This record from OMol25 describes C21H23N3OS in the gas phase. The level of theory is wB97M-V/def2-TZVPD.

Summary:
Energy above the lowest of the compared OMol25 structures with the same formula, charge and spin in kcal/mol: 10.1
Electronic energy in eV: -39504.657
Lowest unoccupied orbital energy in eV: 0.7353
M in g mol⁻¹: 365.50
Gap between HOMO and LUMO in hartree: 0.3282
Highest occupied orbital energy in eV: -8.2
Strongest force on any atom in hartree/bohr: 0.021
SMILES: O=C(CN1CCC(c2nc3ccccc3s2)CC1)NCc1ccccc1

```
49
C21H23N3OS (wB97M-V/def2-TZVPD)
O -0.63 -0.30 1.27
C -1.40 -1.19 1.01
C -1.00 -2.53 0.36
N 0.33 -2.59 -0.19
C 1.39 -2.52 0.79
C 2.71 -2.91 0.14
C 3.03 -1.97 -1.02
C 3.33 -0.59 -0.55
N 2.94 0.48 -1.12
C 3.40 1.61 -0.50
C 3.13 2.92 -0.88
C 3.67 3.95 -0.15
C 4.47 3.70 0.96
C 4.75 2.41 1.36
C 4.21 1.37 0.63
S 4.37 -0.34 0.87
C 1.85 -1.97 -2.00
C 0.55 -1.64 -1.27
N -2.72 -1.12 1.28
C -3.35 0.08 1.80
C -4.18 0.76 0.74
C -3.55 1.25 -0.40
C -4.30 1.84 -1.40
C -5.67 1.97 -1.27
C -6.30 1.49 -0.13
C -5.55 0.88 0.87
H -1.71 -2.75 -0.44
H -1.09 -3.31 1.12
H 1.16 -3.21 1.60
H 1.48 -1.51 1.22
H 3.52 -2.89 0.88
H 2.63 -3.93 -0.24
H 3.93 -2.33 -1.54
H 2.50 3.10 -1.74
H 3.47 4.97 -0.43
H 4.88 4.53 1.52
H 5.37 2.21 2.23
H 2.02 -1.24 -2.79
H 1.77 -2.97 -2.44
H -0.28 -1.71 -1.97
H 0.61 -0.61 -0.89
H -3.34 -1.86 0.98
H -2.53 0.73 2.12
H -3.96 -0.17 2.67
H -2.48 1.15 -0.50
H -3.81 2.22 -2.29
H -6.25 2.43 -2.05
H -7.37 1.58 -0.02
H -6.04 0.51 1.76
```

Results of the natural (NBO) charge analysis, in e, for atoms 1 through 8: O -0.634; C 0.663; C -0.303; N -0.449; C -0.233; C -0.396; C -0.280; C 0.157

This record from OMol25 describes a molecular structure, C15H25Cl2CoGeO2. The level of theory is wB97M-V/def2-TZVPD.

Summary:
Electronic energy in eV: -139235.982
Lowest unoccupied orbital energy (spin up / spin down) in eV: -4.3388 / -4.6542
M in g mol⁻¹: 439.81
Gap between HOMO and LUMO (spin up / spin down) in hartree: 0.2980 / 0.3076
⟨S²⟩: 0.806
Highest occupied orbital energy (spin up / spin down) in eV: -12.4 / -13.0
Total charge: +1
2S+1: 2
Strongest force on any atom in hartree/bohr: 0.014

```
46
C15H25Cl2CoGeO2 (wB97M-V/def2-TZVPD)
Co 1.76 -1.42 -0.36
C 2.81 -3.16 0.42
C 1.42 -3.40 0.23
C 0.70 -2.52 1.09
C 1.63 -1.66 1.70
C 2.95 -2.08 1.28
H 3.62 -3.66 -0.10
H 0.99 -4.16 -0.40
H -0.37 -2.50 1.22
H 1.41 -0.87 2.40
H 3.87 -1.58 1.54
Cl 3.21 0.82 -4.40
C 3.89 0.39 -2.84
Cl 5.21 -0.79 -2.96
C 2.83 -0.23 -1.96
O 2.81 0.15 -0.73
O 2.01 -1.11 -2.31
H 4.28 1.28 -2.36
C -3.53 -2.14 0.95
C -2.67 -0.99 0.44
C -1.99 -1.32 -0.88
C -1.18 -0.18 -1.49
Ge 0.21 0.73 -0.49
C 0.21 1.43 1.32
C -0.27 2.89 1.27
C -1.63 3.05 0.61
C -2.14 4.49 0.65
H -4.00 -1.89 1.90
H -2.93 -3.04 1.11
H -4.32 -2.38 0.24
H -1.92 -0.73 1.19
H -3.29 -0.10 0.31
H -2.76 -1.61 -1.61
H -1.36 -2.20 -0.77
H -1.84 0.67 -1.71
H -0.71 -0.47 -2.43
H 0.91 1.70 -1.44
H 1.23 1.36 1.69
H -0.44 0.81 1.94
H 0.47 3.50 0.75
H -0.31 3.27 2.30
H -2.36 2.39 1.09
H -1.57 2.73 -0.44
H -2.25 4.82 1.69
H -3.11 4.58 0.17
H -1.44 5.16 0.16
```

Results of the natural (NBO) charge analysis, in e, for atoms 1 through 8: Co 0.944; C -0.276; C -0.266; C -0.300; C -0.279; C -0.250; H 0.265; H 0.262

This record from OMol25 describes 6 unconnected molecules or ions with the total composition C36H84. The level of theory is wB97M-V/def2-TZVPD.

Summary:
Energy above the lowest of the compared OMol25 structures with the same formula, charge and spin in kcal/mol: 362.1
Electronic energy in eV: -38678.409
Lowest unoccupied orbital energy in eV: 0.7755
M in g mol⁻¹: 517.07
Gap between HOMO and LUMO in hartree: 0.3928
Highest occupied orbital energy in eV: -9.9
Strongest force on any atom in hartree/bohr: 0.236
SMILES: CCCCCC.CCCCCC.CCCCCC.CCCCCC.CCCCCC.CCCCCC

```
120
C36H84 (wB97M-V/def2-TZVPD)
C 0.47 -0.05 -0.96
C 1.03 1.40 -1.11
C 0.75 2.34 0.07
C 1.25 3.78 0.13
C 0.76 4.68 -1.10
C 1.32 6.10 -1.11
H 0.91 -0.44 -0.07
H 0.78 -0.62 -1.83
H -0.66 0.33 -0.96
H 0.57 1.91 -2.01
H 2.12 1.33 -1.41
H 0.81 1.85 1.08
H -0.26 2.42 0.37
H 2.38 3.82 0.09
H 1.06 4.39 0.87
H -0.15 5.03 -1.06
H 1.10 4.04 -1.99
H 2.45 6.03 -1.47
H 0.97 6.53 -0.15
H 0.89 6.77 -1.86
C -0.81 9.34 0.77
C -1.27 8.85 2.06
C -1.44 7.29 2.28
C -2.32 6.62 1.28
C -2.36 5.11 1.67
C -3.35 4.40 0.76
H 0.20 8.84 0.75
H -0.89 10.46 0.61
H -1.35 9.03 -0.02
H -2.23 9.11 2.58
H -0.60 9.15 2.91
H -1.53 7.17 3.19
H -0.47 6.86 2.07
H -1.90 6.78 0.29
H -3.22 7.35 1.30
H -2.79 5.18 2.68
H -1.31 4.76 1.71
H -3.08 4.61 -0.37
H -4.30 4.79 0.79
H -3.29 3.28 0.90
C 4.43 2.73 2.36
C 3.91 1.31 2.10
C 5.09 0.25 2.31
C 4.69 -1.12 1.98
C 5.92 -2.10 2.13
C 5.60 -3.57 1.88
H 5.02 2.96 3.01
H 3.50 3.33 2.34
H 5.07 3.07 1.48
H 3.59 1.19 1.11
H 3.16 0.97 2.74
H 5.44 0.53 3.34
H 5.76 0.62 1.39
H 4.47 -1.07 1.07
H 4.08 -1.60 2.81
H 6.35 -1.81 3.00
H 6.85 -1.99 1.50
H 5.47 -3.76 0.91
H 4.83 -3.87 2.52
H 6.58 -4.02 2.16
C -1.42 -0.42 2.88
C -0.88 -1.69 2.28
C -1.86 -2.80 2.38
C -1.13 -4.07 1.98
C -2.13 -5.39 2.19
C -1.52 -6.80 2.12
H -1.05 -0.16 3.92
H -2.29 -0.34 2.55
H -0.77 0.40 2.45
H -0.13 -1.73 2.90
H -0.68 -1.34 1.32
H -2.76 -2.74 1.89
H -2.12 -2.72 3.51
H -0.28 -4.39 2.62
H -0.89 -4.21 1.03
H -2.82 -5.21 1.53
H -2.52 -5.22 3.27
H -0.71 -7.07 2.71
H -0.87 -6.74 1.23
H -2.30 -7.57 2.17
C -2.68 -2.04 -1.93
C -3.36 -1.24 -0.85
C -4.18 -0.01 -1.40
C -5.40 -0.43 -2.25
C -6.38 0.70 -2.44
C -5.86 1.96 -3.02
H -1.92 -2.75 -1.68
H -1.93 -1.66 -2.64
H -3.43 -2.64 -2.38
H -2.52 -0.91 -0.25
H -3.86 -1.83 -0.15
H -3.59 0.58 -2.06
H -4.28 0.62 -0.52
H -5.84 -1.23 -1.61
H -4.86 -0.80 -3.22
H -7.01 0.79 -1.52
H -7.04 0.28 -3.15
H -5.10 2.45 -2.12
H -6.63 2.76 -2.98
H -5.32 2.10 -3.94
C 2.19 -3.57 -0.87
C 1.44 -4.69 -1.59
C 2.30 -5.47 -2.67
C 1.58 -6.52 -3.57
C 2.57 -7.18 -4.62
C 1.99 -8.28 -5.55
H 1.50 -2.94 -0.57
H 2.63 -3.09 -1.57
H 2.75 -3.94 -0.03
H 0.46 -4.51 -1.88
H 1.29 -5.30 -0.92
H 3.17 -5.94 -2.00
H 2.78 -4.85 -3.36
H 0.87 -5.97 -4.19
H 0.98 -7.27 -2.86
H 3.21 -7.54 -4.03
H 2.92 -6.35 -5.33
H 0.93 -8.26 -5.75
H 2.08 -9.19 -4.93
H 2.65 -8.32 -6.42
```

Results of the Löwdin charge analysis, in e, for atoms 1 through 8: C -0.091; C -0.271; C -0.234; C -0.178; C -0.241; C -0.122; H 0.047; H 0.064

This record from OMol25 describes a molecular structure, C33H65BF7N11OTeTi. The level of theory is wB97M-V/def2-TZVPD.

Summary:
Electronic energy in eV: -103825.911
Lowest unoccupied orbital energy (spin up / spin down) in eV: 1.7494 / 1.7512
M in g mol⁻¹: 951.22
Gap between HOMO and LUMO (spin up / spin down) in hartree: 0.1729 / 0.1732
⟨S²⟩: 0.754
Highest occupied orbital energy (spin up / spin down) in eV: -3.0 / -3.0
Total charge: -1
2S+1: 2
Strongest force on any atom in hartree/bohr: 0.091

```
120
C33H65BF7N11OTeTi (wB97M-V/def2-TZVPD)
Ti -0.75 -0.58 0.08
C -2.32 1.03 -3.93
N -2.53 1.58 -2.60
C -3.78 2.31 -2.55
C -2.04 1.05 -1.37
N -0.54 1.02 -1.25
C 0.16 1.97 -0.36
C -0.58 2.34 0.91
N -0.96 1.12 1.67
C -2.43 1.01 1.73
C -2.88 -0.40 2.12
N -2.09 -1.41 1.41
C -2.52 -2.63 1.43
N -1.59 -3.60 1.26
C -0.51 -3.63 2.26
C -1.86 -4.84 0.55
N -3.86 -2.93 1.84
C -4.67 -3.72 0.93
C -3.89 -3.47 3.19
C -0.38 1.11 3.04
C 0.42 -0.12 3.46
N 1.66 -0.07 2.72
C 2.74 0.25 3.34
N 2.83 0.25 4.73
C 3.42 1.35 5.46
C 2.84 -1.03 5.42
N 3.88 0.54 2.60
C 5.17 0.74 3.23
C 3.74 1.17 1.29
N -2.40 -0.44 -1.18
C -3.83 -0.57 -0.98
C -1.99 -1.45 -2.18
H -2.17 1.85 -4.65
H -1.44 0.40 -3.96
H -3.20 0.45 -4.28
H -4.65 1.70 -2.85
H -3.96 2.67 -1.54
H -3.75 3.17 -3.23
H 1.09 1.48 -0.09
H 0.44 2.87 -0.91
H 0.06 2.99 1.51
H -1.48 2.91 0.66
H -2.84 1.74 2.43
H -2.77 1.23 0.72
H -2.74 -0.54 3.20
H -3.95 -0.50 1.93
H 0.20 -2.83 2.10
H -0.92 -3.56 3.27
H 0.04 -4.56 2.17
H -2.29 -5.62 1.19
H -2.52 -4.66 -0.30
H -0.91 -5.21 0.16
H -4.49 -3.43 -0.11
H -4.49 -4.80 1.02
H -5.73 -3.54 1.15
H -3.31 -2.83 3.86
H -4.92 -3.47 3.54
H -3.49 -4.49 3.26
H 0.32 1.94 3.15
H -1.20 1.28 3.75
H 0.57 -0.08 4.54
H -0.13 -1.03 3.22
H 3.45 2.24 4.83
H 2.80 1.57 6.33
H 4.44 1.15 5.82
H 2.52 -1.82 4.74
H 3.84 -1.28 5.78
H 2.16 -1.00 6.29
H 5.25 0.15 4.14
H 5.94 0.37 2.54
H 5.36 1.80 3.45
H 2.98 0.66 0.72
H 3.48 2.23 1.38
H 4.68 1.07 0.75
H -4.21 0.27 -0.40
H -4.35 -0.56 -1.95
H -4.08 -1.50 -0.48
H -0.96 -1.26 -2.48
H -2.05 -2.45 -1.74
H -2.62 -1.43 -3.07
F 2.45 -2.78 -1.15
B 1.09 -2.81 -0.66
F 0.20 -3.30 -1.60
C 1.58 -1.40 -4.00
C 2.39 -0.11 -3.91
C 3.13 -0.01 -2.57
C 1.58 1.15 -4.24
C 1.81 1.67 -5.49
C 1.23 2.87 -5.90
C 0.54 3.57 -4.94
C 0.27 3.13 -3.63
C -0.22 4.41 -2.86
C 1.03 5.25 -2.51
C -1.18 4.49 -1.66
C 0.64 1.75 -3.30
N 0.26 0.80 -2.40
H 0.96 -1.50 -3.11
H 0.94 -1.41 -4.89
H 2.24 -2.27 -4.03
H 3.16 -0.16 -4.69
H 2.40 -0.08 -1.76
H 3.65 0.95 -2.49
H 3.85 -0.82 -2.46
H 2.48 1.14 -6.17
H 1.39 3.27 -6.89
H 0.19 4.56 -5.22
H -0.73 4.97 -3.64
H 1.64 4.74 -1.76
H 0.74 6.23 -2.12
H 1.65 5.40 -3.40
H -0.65 4.80 -0.75
H -1.69 3.56 -1.48
H -1.93 5.25 -1.85
F 2.37 -3.68 2.75
Te 3.13 -2.62 1.22
F 4.55 -2.78 2.54
F 4.74 -2.13 0.19
F 3.71 -4.33 0.71
F 1.23 -3.86 0.36
O 0.69 -1.57 -0.09
```

Results of the Löwdin charge analysis, in e, for atoms 1 through 8: Ti 1.008; C -0.093; N -0.211; C -0.136; C -0.290; N -0.223; C -0.151; C -0.147